Record 1
Computed, not measured: C39H29EuN9O2S as an isolated structure in a non-equilibrium geometry, with ωB97M-V/def2-TZVPD.

Structure (XYZ):
```
81
Properties=species:S:1:pos:R:3:forces:R:3:mulliken_spin:R:1
Eu 0.102986 -0.386238 0.078045 -0.31 -0.01 0.46 6.866
O 4.091661 -2.257379 0.296491 0.15 -0.13 0.00 0.000
C 3.233643 -1.396475 0.353886 -0.04 0.14 -0.21 0.003
N 2.348151 -1.033411 -0.623062 0.81 -0.26 -0.18 0.009
C 2.709329 -1.281419 -1.915690 -0.07 0.04 0.11 -0.008
O 3.831476 -1.383442 -2.373134 0.20 -0.06 -0.09 0.001
C 1.554403 -1.357807 -2.910743 -0.09 0.09 -0.02 0.016
C 1.827967 -1.821549 -4.190571 0.00 0.02 0.01 0.000
C 0.811199 -1.834287 -5.128091 0.01 0.00 -0.01 0.002
C -0.440865 -1.365608 -4.764526 -0.02 0.04 0.09 0.000
C -0.628504 -0.923247 -3.464250 0.12 -0.05 -0.07 0.008
N 0.339785 -0.929994 -2.547460 0.11 -0.02 0.00 -0.013
C 3.067411 -0.699663 1.693803 0.02 -0.15 -0.05 0.003
C 4.207853 -0.517306 2.469543 -0.03 0.00 0.03 -0.001
C 4.076081 0.030119 3.728860 -0.03 -0.01 -0.02 0.001
C 2.802702 0.332545 4.191786 -0.04 -0.01 -0.05 0.002
C 1.728649 0.107859 3.353434 0.03 0.01 -0.04 0.005
N 1.843528 -0.373107 2.112410 0.28 0.03 0.08 0.005
H 2.835819 -2.137580 -4.415416 0.01 -0.01 -0.01 0.000
H 0.995894 -2.191957 -6.131801 0.00 -0.01 -0.04 0.000
H -1.261503 -1.334406 -5.466424 -0.02 -0.01 -0.03 0.000
H -1.590551 -0.548797 -3.141877 -0.03 0.00 0.00 0.000
H 5.160799 -0.825533 2.067086 0.02 -0.01 -0.01 0.000
H 4.943829 0.203655 4.349169 0.05 0.00 0.03 0.000
H 2.637968 0.737721 5.179080 0.01 0.01 0.05 0.000
H 0.725788 0.329064 3.689607 -0.01 -0.01 0.00 -0.005
N -0.047629 4.189750 -0.922740 0.07 -0.17 0.19 0.001
C 0.564305 3.918060 -2.128363 -0.09 0.00 0.09 -0.004
C 0.779308 4.703107 -3.250544 0.13 -0.01 -0.20 -0.001
C 1.486818 4.121479 -4.288363 -0.12 0.09 0.16 0.000
C 1.973064 2.812149 -4.187336 -0.03 -0.08 0.12 0.000
C 1.743468 2.037665 -3.065447 0.11 -0.07 -0.14 0.003
C 0.998180 2.590583 -2.027603 -0.03 0.12 -0.07 0.012
N 0.613443 2.058768 -0.805679 -0.11 0.64 0.55 0.031
C 0.011302 3.050789 -0.173181 0.34 -0.01 -1.00 -0.005
C -0.534343 3.004045 1.162337 -0.47 0.19 0.81 -0.006
C -1.027161 4.074721 1.869114 0.20 -0.57 -0.09 0.000
S -1.584877 3.552925 3.395398 0.13 0.07 -0.25 0.001
C -1.127331 1.959083 2.994904 -0.04 0.11 -0.11 0.001
N -0.599106 1.797279 1.820907 0.03 0.09 0.10 0.007
H -0.536752 5.032145 -0.670283 -0.02 -0.04 -0.06 0.000
H 0.424268 5.721778 -3.308040 -0.02 0.06 -0.01 0.000
H 1.682680 4.694554 -5.183042 0.01 0.03 -0.04 0.000
H 2.553627 2.399832 -4.999678 0.03 -0.02 -0.05 0.000
H 2.165529 1.046847 -2.988619 -0.04 0.03 0.01 -0.001
H -1.097581 5.105787 1.576051 -0.03 0.12 -0.03 0.000
H -1.310512 1.157061 3.688762 0.01 -0.08 0.09 -0.002
N 0.241009 -3.177867 -0.519680 0.02 -0.17 -0.02 0.005
C 0.030902 -4.109218 0.551490 -0.02 0.02 0.03 -0.021
C 0.302649 -5.443391 0.442622 0.01 -0.04 0.03 0.000
C 0.073769 -6.330802 1.516317 0.00 0.06 -0.01 0.000
C -0.441093 -5.870242 2.690600 0.00 0.08 -0.01 -0.001
C -0.739074 -4.494644 2.842029 -0.02 -0.07 0.06 0.001
C -1.300796 -3.964432 4.026339 0.01 0.03 -0.02 0.002
C -1.590661 -2.634760 4.097826 0.05 0.01 -0.12 0.003
C -1.286193 -1.825823 2.981488 0.00 -0.17 0.05 0.018
N -0.744023 -2.270583 1.879634 -0.08 -0.02 0.08 0.028
C -0.487456 -3.604887 1.776689 -0.02 0.12 -0.02 0.016
H 1.215101 -3.212430 -0.811889 -0.08 0.07 -0.01 0.001
H -0.324466 -3.434842 -1.324494 0.03 0.08 0.07 0.001
H 0.702257 -5.822966 -0.489197 0.01 -0.01 -0.02 0.000
H 0.304851 -7.378917 1.396264 0.02 -0.06 -0.01 0.000
H -0.630670 -6.540996 3.516652 -0.01 -0.05 0.06 0.000
H -1.503557 -4.627350 4.857428 -0.01 -0.03 0.03 0.000
H -2.038520 -2.194710 4.976584 -0.02 0.00 0.04 0.000
H -1.515281 -0.766233 3.004648 -0.01 0.03 -0.02 -0.017
C -2.455272 -0.443539 -0.336961 -1.41 0.31 -0.23 0.076
C -2.932167 0.901371 -0.252348 0.07 -0.65 -0.14 -0.039
C -3.588642 1.410163 0.899891 0.00 0.25 0.08 0.003
C -3.951418 2.729876 1.008436 0.04 -0.20 0.03 0.001
C -3.695868 3.627918 -0.034822 -0.07 0.31 -0.11 -0.005
C -3.104691 3.144910 -1.209452 0.04 -0.12 0.03 0.002
C -2.734251 1.826787 -1.311048 0.01 0.21 -0.11 0.004
C -3.947421 5.023609 0.126320 0.04 -0.46 -0.02 0.000
N -4.099055 6.153876 0.283641 0.00 0.39 0.04 -0.001
H -2.539934 -0.854224 -1.346023 0.24 -0.03 0.05 -0.006
H -2.919173 -1.121745 0.382919 0.12 0.02 0.05 0.002
H -3.793651 0.732783 1.720307 -0.04 -0.06 0.02 -0.001
H -4.431758 3.089422 1.909010 -0.05 0.02 0.03 0.000
H -2.918217 3.824842 -2.031321 -0.01 0.03 -0.04 0.000
H -2.243429 1.488874 -2.218614 -0.04 -0.01 0.00 -0.005
```
Positions in Å, forces in eV/Å.

## Properties
Highest occupied orbital energy (alpha / beta) = -5.73 / -6.23 eV
<S²> = 15.760
Net charge = 0
Frontier orbital gap (alpha / beta) = 5.414 / 5.917 eV
2S+1 = 8
Molecular weight = 839.8 g/mol

***

Record 2
Computed, not measured: C39H29F12N3O6S3W as an isolated structure in a non-equilibrium geometry, with ωB97M-V/def2-TZVPD.

Structure (XYZ):
```
93
Properties=species:S:1:pos:R:3:forces:R:3:lowdin_charge:R:1
W -0.168246 0.088215 -0.533518 -1.17 0.72 -0.67 1.919
C 5.830820 2.882601 -0.525696 -0.08 -0.05 0.05 -0.040
C 4.729906 1.876742 -0.301482 0.04 0.08 0.00 -0.247
C 4.695418 0.672011 -0.982552 0.04 -0.08 0.00 -0.028
C 3.662543 -0.232725 -0.793316 -0.01 -0.16 -0.04 -0.033
C 2.644924 0.029111 0.115101 0.19 -0.13 0.08 -0.250
N 1.541277 -0.832672 0.358416 -0.44 0.42 -0.40 -0.050
C 1.785219 -2.215077 0.449798 -0.10 0.08 0.11 -0.168
C 3.085094 -2.676864 0.699165 0.04 -0.02 0.06 -0.003
C 3.379336 -4.013416 0.873890 0.12 0.07 -0.02 -0.021
C 2.387536 -4.980089 0.845844 -0.05 -0.15 0.01 -0.258
C 2.685244 -6.446891 1.025494 -0.05 0.12 -0.04 -0.045
C 1.088776 -4.535082 0.671520 0.05 0.00 0.01 0.023
C 0.772049 -3.193625 0.468132 -0.03 0.00 -0.08 -0.063
C -0.690532 -2.816294 0.447656 -0.20 -0.18 -0.10 -0.236
O -0.903684 -1.503845 0.071043 0.27 -0.24 0.33 -0.270
C -1.315758 -2.989538 1.882118 0.01 0.02 -0.18 -0.540
F -1.717015 -4.259120 2.072828 -0.02 0.03 0.02 0.163
F -0.430342 -2.707945 2.832246 -0.02 -0.01 0.01 0.181
F -2.373081 -2.193559 2.048014 0.01 -0.08 0.03 0.177
C -1.557645 -3.624828 -0.581686 0.10 0.21 0.11 -0.531
F -1.540885 -4.948988 -0.434886 -0.04 -0.04 0.03 0.166
F -2.837434 -3.223884 -0.491432 0.07 -0.06 -0.08 0.166
F -1.128987 -3.361920 -1.819544 -0.07 -0.01 0.06 0.184
C 2.679801 1.237325 0.811061 -0.02 0.24 0.12 -0.078
C 3.695381 2.150880 0.591379 0.10 0.03 0.08 0.040
C 1.441831 1.491573 1.643819 -0.18 -0.04 -0.05 -0.219
O 0.331693 1.331705 0.800688 0.32 -0.12 0.86 -0.329
C 1.332702 0.511518 2.899813 0.25 0.32 -0.15 -0.516
F 1.263900 1.196586 4.057618 0.06 -0.12 -0.10 0.155
F 0.254358 -0.248054 2.844979 -0.18 -0.01 -0.08 0.173
F 2.416274 -0.272287 2.985152 -0.08 0.00 0.12 0.169
C 1.332888 2.953836 2.144180 -0.09 -0.08 -0.16 -0.562
F 1.419270 3.807559 1.115918 0.02 0.03 0.01 0.144
F 2.324756 3.246726 2.999367 -0.05 0.14 0.00 0.162
F 0.162374 3.181462 2.741106 0.11 -0.05 0.04 0.181
H 6.445623 2.604575 -1.382183 -0.03 0.02 0.02 0.075
H 6.480680 2.952799 0.350612 -0.02 0.00 -0.04 0.083
H 5.415867 3.876798 -0.708682 0.03 -0.05 0.00 0.081
H 5.467697 0.447228 -1.709890 -0.02 0.00 0.02 0.120
H 3.627775 -1.150964 -1.366027 0.03 -0.01 0.01 0.126
H 3.884617 -1.960434 0.796594 0.03 -0.03 -0.02 0.112
H 4.411532 -4.302421 1.045665 -0.06 0.02 0.03 0.116
H 3.727236 -6.604756 1.301942 -0.01 0.00 0.00 0.073
H 2.492437 -6.997103 0.102262 0.02 -0.01 0.02 0.082
H 2.056429 -6.880070 1.805059 0.01 -0.01 -0.01 0.080
H 0.293379 -5.264129 0.726503 -0.02 0.02 -0.02 0.123
H 3.708842 3.096461 1.115461 -0.02 -0.02 -0.02 0.122
S -1.231197 2.977496 -0.878215 0.03 -0.04 0.03 0.707
C 0.249731 2.888471 -1.647957 0.01 0.07 -0.07 -1.128
N 0.834005 1.722177 -1.863135 -0.03 -0.23 0.23 -0.112
C 1.941783 1.849803 -2.720309 0.06 -0.26 -0.01 -0.260
C 2.666557 0.834475 -3.345607 -0.05 0.08 0.02 -0.023
C 3.714384 1.166223 -4.185468 -0.02 0.00 -0.01 -0.075
C 4.069483 2.494479 -4.413158 0.00 0.04 -0.02 -0.089
C 3.343939 3.515017 -3.824214 0.02 0.04 0.03 -0.092
C 2.275758 3.177855 -3.002862 -0.04 0.08 0.00 -0.464
S 1.121278 4.254161 -2.269986 0.02 0.05 -0.05 1.056
H 2.436742 -0.199082 -3.163110 0.06 0.00 -0.06 0.081
H 4.271762 0.371700 -4.667945 -0.03 0.03 0.02 0.111
H 4.895660 2.731170 -5.072944 -0.03 -0.01 0.05 0.103
H 3.586547 4.555767 -4.008301 -0.02 -0.08 -0.02 0.108
O 1.663346 -2.426690 -3.091968 0.24 -0.25 0.01 0.129
C 0.693449 -1.729521 -2.975308 -0.38 0.38 -0.17 -0.542
O 0.610266 -0.840490 -1.983693 0.65 -0.46 -0.23 -0.298
C -0.411402 -1.639752 -3.949128 -0.11 -0.05 -0.04 -0.159
C -0.288333 -2.398817 -5.113099 0.04 0.01 -0.02 -0.010
C -1.241265 -2.337315 -6.107649 -0.01 -0.04 -0.01 -0.075
C -2.331814 -1.487934 -5.942997 0.01 0.01 -0.01 -0.078
C -2.466907 -0.737450 -4.791923 -0.08 0.02 -0.01 -0.125
C -1.523544 -0.811353 -3.760806 0.07 0.01 0.08 -0.510
S -1.937600 0.148233 -2.341109 0.28 -0.05 0.32 0.767
H 0.584465 -3.032773 -5.205363 -0.03 0.01 -0.01 0.123
H -1.141533 -2.939731 -7.001286 0.01 0.04 0.01 0.103
H -3.079933 -1.410317 -6.722637 0.00 0.00 0.03 0.104
H -3.318156 -0.076967 -4.664082 0.04 -0.06 -0.04 0.094
O -3.407990 1.526260 1.996126 0.12 -0.13 -0.18 0.061
C -3.066087 1.139131 0.865420 -0.42 0.46 0.26 -0.618
O -2.047127 0.494304 0.562831 0.81 -0.48 -0.05 -0.192
C -4.071757 1.439940 -0.261741 -0.04 -0.18 -0.02 -0.225
N -5.057971 2.381801 0.381178 -0.04 -0.10 -0.08 0.079
C -6.430556 1.810172 0.246075 -0.01 -0.15 0.02 -0.109
C -6.159986 0.311216 0.223272 0.12 0.05 -0.05 -0.139
C -4.899291 0.204873 -0.644396 -0.12 0.01 0.06 -0.126
H -3.566234 1.887915 -1.111215 -0.06 0.12 -0.01 0.059
H -4.963580 3.338010 0.055879 -0.02 0.04 -0.04 0.180
H -4.686125 2.296822 1.381165 0.01 0.11 0.07 0.139
H -6.862039 2.149091 -0.694062 0.03 0.04 -0.04 0.130
H -7.054956 2.144303 1.070412 0.02 0.05 0.03 0.128
H -7.001761 -0.246649 -0.181793 0.01 0.01 0.02 0.120
H -5.960415 -0.045078 1.235533 -0.02 -0.01 -0.01 0.125
H -5.154501 0.249767 -1.703619 0.01 -0.02 -0.01 0.118
H -4.333466 -0.709941 -0.478057 0.00 0.02 -0.02 0.115
```
Positions in Å, forces in eV/Å.

## Properties
Highest occupied orbital energy = -7.49 eV
Net charge = 0
Frontier orbital gap = 5.784 eV
Molecular weight = 1143.7 g/mol